Record 1
Entry from the OMol25 dataset: a molecular structure, C52H46ClCrO3PSSb2 (wB97M-V/def2-TZVPD).

Structure (ORCA input):
```
! RIJCOSX wB97M-V def2-TZVPD def2/J DEFGRID3
* xyz 0 5
Cr -0.606 0.782 -0.542
O -0.364 2.888 -1.540
S -1.116 2.397 -2.703
O -0.843 3.043 -3.949
O -0.924 0.920 -2.714
C -2.861 2.633 -2.362
C -3.418 3.763 -2.939
C -4.773 4.024 -2.808
C -5.581 3.129 -2.128
C -5.021 2.000 -1.555
C -3.653 1.744 -1.627
P -2.986 0.220 -0.828
C -3.931 -0.022 0.709
C -4.730 0.941 1.314
C -5.336 0.684 2.535
C -5.134 -0.529 3.174
C -4.316 -1.485 2.588
C -3.723 -1.233 1.365
C -3.650 -1.063 -1.945
C -3.002 -1.305 -3.153
C -3.504 -2.245 -4.035
C -4.655 -2.956 -3.725
C -5.305 -2.716 -2.526
C -4.807 -1.774 -1.641
H -2.786 4.418 -3.514
H -5.197 4.909 -3.257
H -6.644 3.301 -2.049
H -5.667 1.296 -1.047
H -4.877 1.905 0.849
H -5.954 1.442 2.991
H -5.602 -0.726 4.127
H -4.142 -2.429 3.083
H -3.092 -1.994 0.910
H -2.107 -0.752 -3.410
H -2.990 -2.421 -4.969
H -5.042 -3.692 -4.415
H -6.204 -3.259 -2.275
H -5.335 -1.596 -0.714
C 2.333 0.925 -2.725
C 2.369 -0.570 -3.050
C 1.184 -1.398 -2.569
Sb 0.362 -2.099 -0.618
C 1.010 -1.658 1.399
C 2.263 -1.491 1.981
C 2.415 -1.541 3.356
C 1.323 -1.760 4.183
C 0.070 -1.906 3.624
C -0.083 -1.847 2.245
C 1.469 -3.959 -0.550
C 1.224 -4.796 0.533
C 1.872 -6.012 0.658
C 2.786 -6.415 -0.302
C 3.050 -5.589 -1.378
C 2.394 -4.371 -1.502
Sb 2.173 1.175 -0.597
C 2.789 3.180 -0.291
C 3.412 3.517 0.906
C 3.790 4.827 1.160
C 3.542 5.811 0.217
C 2.917 5.483 -0.975
C 2.535 4.173 -1.227
C 4.115 0.249 -0.409
C 4.277 -1.131 -0.354
C 5.534 -1.711 -0.419
C 6.660 -0.914 -0.547
C 6.512 0.461 -0.621
C 5.251 1.036 -0.556
H 1.494 1.411 -3.229
H 3.262 1.411 -3.044
H 3.308 -1.010 -2.708
H 2.385 -0.670 -4.142
H 1.246 -2.402 -3.002
H 0.263 -0.956 -2.962
H 3.157 -1.335 1.379
H 3.399 -1.409 3.784
H 1.447 -1.790 5.255
H -0.796 -2.047 4.254
H -1.080 -1.947 1.833
H 0.532 -4.492 1.307
H 1.664 -6.645 1.509
H 3.292 -7.365 -0.207
H 3.770 -5.886 -2.127
H 2.645 -3.745 -2.346
H 3.622 2.757 1.649
H 4.274 5.078 2.094
H 3.835 6.834 0.412
H 2.717 6.250 -1.711
H 2.028 3.934 -2.152
H 3.415 -1.794 -0.279
H 5.624 -2.787 -0.372
H 7.643 -1.360 -0.595
H 7.380 1.095 -0.732
H 5.169 2.111 -0.626
Cl 0.690 0.882 6.911
C 0.176 1.149 5.265
C -1.134 0.890 4.905
C -1.521 1.079 3.591
C -0.629 1.534 2.617
C -1.071 1.825 1.240
C 0.688 1.776 3.020
C 1.094 1.591 4.327
H -1.841 0.545 5.647
H -2.548 0.883 3.317
H -0.627 2.781 0.911
H -2.159 1.979 1.241
H 1.405 2.152 2.294
H 2.115 1.785 4.623
*
```

Results
- Highest occupied orbital energy (alpha / beta): -0.271 / -0.268 Ha
- HOMO-LUMO gap (alpha / beta): 0.2756 / 0.2753 Eh
- Expectation value of S²: 6.071

Atom charges from the Löwdin analysis, given in e for atoms 1 to 2:
1. Cr 0.19
2. O -0.37

***

Record 2
Entry from the OMol25 dataset: a molecular structure, C52H46CrN5O8P2S (wB97M-V/def2-TZVPD).

Structure (ORCA input):
```
! RIJCOSX wB97M-V def2-TZVPD def2/J DEFGRID3
* xyz 0 2
Cr -0.178 0.013 -0.019
O -0.594 3.340 2.301
C -0.306 2.231 1.902
O -0.931 1.596 0.982
C 0.898 1.474 2.539
P 0.606 -0.291 2.193
C -0.655 -0.643 3.481
C -1.939 -0.121 3.349
C -2.868 -0.288 4.360
C -2.533 -0.991 5.505
C -1.266 -1.533 5.634
C -0.330 -1.357 4.631
C 1.998 -1.273 2.776
C 3.033 -0.773 3.551
C 4.026 -1.629 3.991
C 4.002 -2.967 3.638
C 2.981 -3.465 2.844
C 1.976 -2.619 2.418
H 0.987 1.713 3.603
H 1.813 1.768 2.017
H -2.206 0.430 2.458
H -3.854 0.139 4.262
H -3.253 -1.108 6.302
H -0.997 -2.083 6.523
H 0.661 -1.770 4.744
H 3.055 0.274 3.812
H 4.839 -1.245 4.586
H 4.787 -3.628 3.974
H 2.978 -4.506 2.551
H 1.170 -2.984 1.792
O 1.310 -2.780 -2.704
C 0.924 -1.744 -2.201
O 0.712 -1.539 -0.968
C 0.610 -0.518 -3.134
P -0.752 0.360 -2.291
C -2.130 -0.283 -3.278
C -2.364 -1.635 -3.018
C -3.330 -2.324 -3.720
C -4.057 -1.668 -4.703
C -3.823 -0.329 -4.970
C -2.864 0.374 -4.256
C -0.507 2.183 -2.486
C 0.410 2.785 -3.579
C -0.178 3.938 -4.328
C -1.384 4.433 -4.048
C -2.214 3.900 -2.986
C -1.813 2.855 -2.262
H 0.333 -0.860 -4.136
H 1.509 0.101 -3.195
H -1.765 -2.139 -2.269
H -3.505 -3.370 -3.512
H -4.797 -2.214 -5.271
H -4.382 0.166 -5.752
H -2.674 1.416 -4.465
H 0.797 2.040 -4.289
H 0.424 4.351 -5.126
H -1.781 5.250 -4.629
H -3.170 4.372 -2.812
H -2.401 2.453 -1.448
N 4.953 -5.658 -2.056
C 4.821 -4.347 -1.651
C 3.669 -3.935 -0.978
C 3.575 -2.650 -0.489
C 4.618 -1.763 -0.677
C 5.766 -2.148 -1.346
C 5.864 -3.436 -1.838
S 4.497 -0.160 0.093
O 4.831 -0.351 1.481
O 5.299 0.802 -0.615
N 2.877 0.233 0.083
C 2.384 1.030 -0.813
N 1.082 1.323 -0.736
C 0.576 2.498 -1.400
C 1.462 3.148 -2.482
C 2.760 2.430 -2.625
N 3.157 1.497 -1.873
H 4.088 -6.159 -2.179
H 5.650 -5.839 -2.758
H 2.842 -4.620 -0.869
H 2.693 -2.307 0.026
H 6.570 -1.442 -1.486
H 6.740 -3.757 -2.385
H 0.210 3.198 -0.637
H 1.607 4.224 -2.367
H 3.398 2.676 -3.470
C -3.618 -3.470 3.453
O -4.327 -2.441 2.807
C -5.677 -2.522 2.706
C -6.472 -3.390 3.445
C -7.853 -3.354 3.341
C -8.469 -2.442 2.501
C -7.694 -1.592 1.735
C -6.306 -1.638 1.800
N -5.562 -0.768 0.998
C -4.349 -0.992 0.474
C -3.734 -2.229 0.273
C -4.406 -3.464 0.115
C -3.715 -4.617 -0.124
C -2.310 -4.607 -0.185
C -1.613 -3.440 -0.028
C -2.291 -2.214 0.186
O -1.674 -1.109 0.336
H -2.568 -3.270 3.246
H -3.887 -4.451 3.049
H -3.776 -3.454 4.535
H -6.009 -4.086 4.126
H -8.444 -4.037 3.931
H -9.545 -2.402 2.436
H -8.166 -0.894 1.059
H -5.954 0.157 0.883
H -3.770 -0.115 0.211
H -5.486 -3.475 0.139
H -4.248 -5.544 -0.280
H -1.784 -5.531 -0.369
H -0.535 -3.401 -0.096
*
```

Results
- Highest occupied orbital energy (alpha / beta): -0.274 / -0.275 Ha
- HOMO-LUMO gap (alpha / beta): 0.2172 / 0.2158 Eh
- Expectation value of S²: 0.760

Atom charges from the Löwdin analysis, given in e for atoms 1 to 2:
1. Cr 0.58
2. O 0.06

***

Relative energy (zero: lowest compared OMol25 entry of this formula, charge and spin) / eV: 0.910; 0.369